Record 1
{
  "formula": "C18H33AlBeClCsF6IN2NaO14P2S",
  "method": "wB97M-V/def2-TZVPD",
  "total_charge": 0,
  "de_lowest_ev": 3.152,
  "multiplicity": 1,
  "symbols": ["O", "S", "O", "O", "C", "C", "C", "P", "I", "P", "O", "Cl", "H", "H", "H", "H", "H", "H", "H", "H", "H", "H", "F", "C", "C", "O", "C", "O", "O", "C", "H", "H", "H", "H", "H", "H", "H", "H", "C", "C", "O", "C", "O", "O", "F", "H", "H", "H", "Na", "N", "C", "C", "C", "C", "H", "H", "H", "H", "H", "Be", "C", "O", "O", "O", "C", "O", "N", "C", "C", "H", "H", "H", "H", "H", "H", "H", "F", "Al", "F", "F", "F", "Cs"],
  "positions_angstrom": [[2.84707, 1.96221, 1.18814], [2.86770, 0.82506, 0.23806], [4.16243, 0.12902, 0.33773], [2.65324, 1.46876, -1.27499], [1.46480, -0.31578, 0.50238], [0.36725, 0.33500, 1.37166], [-1.09691, -0.02167, 0.91124], [-1.65648, 0.90592, -0.62543], [-1.97546, -1.29363, -1.88483], [-1.61917, 2.95119, 0.25086], [-0.04802, 3.49461, -0.16099], [-1.69229, 2.88728, 2.34771], [2.85879, 2.40968, -1.22195], [1.06178, -0.57623, -0.49650], [1.91496, -1.23741, 0.93290], [0.49743, -0.05801, 2.39897], [0.52838, 1.41390, 1.43360], [-1.08141, -1.11823, 0.61956], [-1.83589, 0.03365, 1.73220], [-0.67440, 1.29844, -1.58563], [-3.03375, 1.15868, -0.94332], [0.53559, 3.46942, 0.60461], [2.57079, -1.65770, 2.69991], [-7.68185, -6.45988, -1.18723], [-7.30543, -5.03288, -0.84401], [-5.92228, -4.77889, -1.12699], [-5.64240, -4.54438, -2.40797], [-6.42955, -4.51435, -3.31068], [-4.32597, -4.35379, -2.51456], [-3.88112, -4.15544, -3.85629], [-7.00962, -7.16261, -0.69129], [-8.70583, -6.67122, -0.87837], [-7.60223, -6.63889, -2.25977], [-7.43241, -4.86452, 0.22474], [-7.94006, -4.31469, -1.36349], [-4.44273, -3.36134, -4.34546], [-3.96437, -5.08399, -4.42107], [-2.83394, -3.86402, -3.81345], [-6.42640, 2.40483, -4.04640], [-5.12711, 1.69599, -4.30728], [-4.45958, 1.81871, -3.06132], [-5.43088, 1.88639, -2.11348], [-5.22238, 1.72583, -0.95225], [-6.63088, 2.14452, -2.65501], [-4.38992, 2.31853, -5.26671], [-6.35834, 3.48121, -4.20803], [-7.24778, 2.01387, -4.64105], [-5.23329, 0.63832, -4.56147], [-0.73013, -2.23071, 2.15538], [4.83550, 3.19170, -3.36729], [4.74526, 3.51987, -4.69334], [5.65988, 4.50877, -4.94544], [6.32867, 4.78295, -3.72596], [5.80070, 3.95323, -2.77003], [4.27904, 2.49650, -2.90435], [4.04077, 3.02432, -5.33938], [5.83013, 4.98164, -5.89966], [7.11919, 5.51524, -3.56710], [6.02713, 3.84053, -1.72292], [8.44413, 6.47110, -4.74470], [4.34058, -1.19221, 4.84758], [5.19959, -0.30885, 4.87786], [4.53560, -2.38581, 4.52716], [3.13166, -1.04377, 5.13970], [7.08073, -2.49623, 8.03363], [6.54217, -3.53297, 7.74382], [8.04003, -1.89124, 7.27771], [8.65806, -0.64263, 7.67232], [8.45297, -2.51993, 6.03912], [6.83613, -1.94267, 8.95292], [8.46733, 0.10920, 6.90149], [9.73648, -0.79570, 7.77915], [8.25494, -0.28793, 8.61716], [7.58374, -2.61667, 5.37842], [8.84310, -3.51748, 6.25383], [9.21982, -1.92175, 5.54514], [-8.73474, 3.94772, -3.29331], [-9.67511, 4.13572, -1.82384], [-8.62123, 4.63630, -0.52714], [-10.41975, 2.61085, -1.41868], [-10.90760, 5.34222, -2.07661], [9.08510, -0.53274, 4.31033]],
  "lowdin_charge": [-0.3247, 0.7036, -0.3043, -0.1913, -0.2252, -0.2862, -0.4987, 0.3188, 0.3873, 0.4493, -0.4380, 0.1856, 0.0685, 0.0868, 0.0724, 0.1109, 0.0456, -0.0596, 0.0773, -0.0070, -0.0612, 0.0068, -0.4832, -0.0661, -0.2098, 0.0328, -0.6162, 0.1346, -0.0275, -0.0658, 0.0793, 0.0808, 0.0754, 0.1215, 0.1273, 0.0968, 0.0996, 0.0573, -0.0576, -0.3065, 0.0889, -0.5550, 0.1363, 0.0986, 0.0680, 0.1460, 0.1458, 0.1719, 0.7393, 0.0091, -0.1267, -0.1272, -0.1984, -0.1318, 0.1168, 0.1103, 0.0801, -0.1161, 0.1078, 0.2775, -0.9270, 0.1360, 0.2560, 0.2826, -0.3230, 0.0665, -0.1984, -0.0753, -0.2451, 0.1438, 0.0266, 0.1013, 0.0993, 0.0812, 0.1178, -0.2355, -0.2132, -0.0212, -0.2337, -0.2351, -0.2338, 1.3993]
}

***

Record 2
{
  "formula": "C18H33AlCl2CuF3O4S",
  "method": "wB97M-V/def2-TZVPD",
  "total_energy_ev": -122653.387,
  "total_charge": 1,
  "multiplicity": 2,
  "symbols": ["C", "C", "C", "C", "O", "C", "C", "C", "O", "C", "C", "F", "F", "F", "O", "Al", "C", "C", "Cl", "C", "C", "Cl", "O", "C", "C", "C", "S", "C", "C", "H", "H", "H", "H", "H", "H", "H", "H", "H", "H", "H", "H", "H", "H", "H", "H", "H", "H", "H", "H", "H", "H", "H", "H", "H", "H", "H", "H", "H", "H", "H", "H", "H", "Cu"],
  "positions_angstrom": [[5.03139, -0.56736, 0.97025], [4.47561, -1.28112, 2.20854], [3.24034, -2.12753, 1.92727], [1.97499, -1.32490, 1.61011], [1.85601, -1.22443, 0.20055], [0.98092, -0.34836, -0.49346], [1.90341, 0.56379, -1.35683], [2.63669, 1.72974, -0.70326], [2.14481, 3.05321, -0.91100], [1.10276, 3.24834, -1.82203], [0.58687, 4.65926, -1.63742], [-0.19789, 4.77131, -0.54874], [-0.16573, 5.00083, -2.69948], [1.55851, 5.57478, -1.51062], [0.28701, -1.15769, -1.39950], [-1.15362, -0.34800, -2.00273], [-0.95951, 0.52181, -3.76790], [-2.83389, -1.51646, -2.13881], [-4.11612, -0.65620, -3.14883], [-3.48810, -2.10906, -0.89590], [-4.41385, -3.29338, -1.14909], [-4.41264, -0.84199, -0.02831], [-1.01887, 0.88155, -0.66044], [-0.14537, 0.44331, 0.30531], [0.15292, 1.65232, 1.18240], [-1.08149, -0.65137, 1.14639], [-0.89892, -0.62863, 2.86919], [-2.31030, 0.32969, 3.39856], [-3.45126, -0.55764, 3.93865], [6.10862, -0.43471, 1.05228], [4.56180, 0.40253, 0.81823], [4.85093, -1.17791, 0.08144], [5.25199, -1.95485, 2.58170], [4.27396, -0.57032, 3.01338], [3.41364, -2.77584, 1.06309], [3.01828, -2.79210, 2.76679], [1.12284, -1.88206, 2.00168], [2.03806, -0.34255, 2.08278], [2.67632, -0.14484, -1.66466], [1.36280, 0.82279, -2.26426], [2.67086, 1.56368, 0.37677], [3.68073, 1.72239, -1.02474], [1.42652, 3.15900, -2.86515], [0.24743, 2.58530, -1.67398], [-0.41011, -0.12982, -4.45695], [-0.40118, 1.45942, -3.70925], [-1.91050, 0.76495, -4.24679], [-2.55535, -2.38097, -2.75209], [-2.68472, -2.43838, -0.23722], [-3.92575, -3.97743, -1.85122], [-5.36319, -2.96668, -1.57037], [-4.58478, -3.86111, -0.23554], [0.56203, 2.45736, 0.58371], [-0.79804, 2.01864, 1.57650], [0.84488, 1.45439, 2.00094], [-2.11508, -0.40143, 0.92021], [-0.79577, -1.62689, 0.74434], [-2.66084, 0.96816, 2.58818], [-1.93150, 0.98544, 4.18555], [-4.21974, -0.68308, 3.17837], [-3.89010, -0.07138, 4.81018], [-3.08661, -1.53472, 4.25163], [-4.06310, -2.01281, -5.00835]],
  "lowdin_charge": [-0.0879, -0.2481, -0.1706, -0.2138, -0.0445, -0.4515, -0.0322, -0.1578, -0.1016, -0.1256, -0.5904, 0.1397, 0.1381, 0.1591, -0.0512, 0.1818, -0.1298, -0.5886, 0.6630, -0.7984, -0.1292, 0.6668, -0.0544, -0.4180, 0.0015, -0.3676, 1.1137, -0.4750, -0.1223, 0.0738, 0.0490, 0.0787, 0.1063, 0.1076, 0.1237, 0.1139, 0.0707, 0.1120, 0.1406, 0.0988, 0.1108, 0.1290, 0.1513, 0.1102, 0.0193, 0.0023, -0.0191, 0.0555, 0.0926, 0.0830, 0.0687, 0.0857, 0.0754, 0.0969, 0.0853, 0.0280, 0.0954, 0.0858, 0.0857, 0.0583, 0.0819, 0.0663, 0.5714]
}